Record 1
This record from the OMol25 dataset describes 2 unconnected molecules or ions with the total composition C3H5Cl2NO2 at a distorted geometry. The level of theory is wB97M-V/def2-TZVPD.

XYZ file:
```
13
Properties=species:S:1:pos:R:3
C 0.319 1.269 0.692
C 1.004 -0.961 -0.696
C 0.340 -0.233 0.461
N -1.990 -0.155 -0.477
O -2.222 0.360 -1.536
O -2.722 -0.687 0.338
Cl 2.641 -0.277 -0.828
Cl -0.086 -1.344 1.723
H 1.360 1.550 1.155
H -0.539 1.420 1.468
H 0.324 1.944 -0.091
H 0.657 -0.856 -1.675
H 0.913 -2.029 -0.534
```

Maximum force ... 5.0 eV/Å
HOMO-LUMO gap (alpha / beta) ... 9.19 / 6.81 eV
E ... -1242.7419 hartree
Relative energy (zero: lowest compared OMol25 entry of this formula, charge and spin) ... 124.23 kcal/mol
Molar mass ... 157.98 g mol⁻¹

=====

Record 2
This record from the OMol25 dataset describes a molecular structure, C14H21I2N5ORuS2. The level of theory is wB97M-V/def2-TZVPD.

XYZ file:
```
46
Properties=species:S:1:pos:R:3
Ru -1.376 -1.608 0.266
I -2.699 0.792 0.563
C -4.399 -0.488 0.730
I -3.699 -2.298 1.579
H -4.774 -0.706 -0.263
H -5.157 -0.048 1.371
N 0.600 -1.319 3.070
C 1.078 -0.878 1.926
N 0.347 -0.849 0.770
C 1.070 -0.256 -0.273
C 0.607 0.004 -1.563
C 1.460 0.617 -2.460
C 2.762 0.950 -2.088
C 3.235 0.683 -0.807
C 2.366 0.106 0.092
S 2.665 -0.271 1.781
H -0.351 -1.643 3.144
H 1.163 -1.322 3.910
H -0.401 -0.258 -1.866
H 1.122 0.822 -3.466
H 3.418 1.424 -2.806
H 4.255 0.918 -0.532
S 0.112 2.523 0.887
C 0.011 4.249 0.907
N 0.196 5.003 1.977
C 0.063 6.443 1.680
C -0.121 6.446 0.149
N -0.228 5.004 -0.155
H 0.440 4.639 2.881
H 0.947 6.985 2.003
H -0.797 6.854 2.203
H 0.725 6.882 -0.378
H -1.020 6.971 -0.162
H -0.371 4.638 -1.078
C 0.283 -6.028 -2.011
N -0.302 -4.913 -1.227
C -0.534 -5.145 0.197
C -0.627 -3.817 -1.828
O -1.200 -2.782 -1.310
H 0.861 -6.662 -1.346
H 0.935 -5.641 -2.789
H -0.505 -6.624 -2.467
H -1.408 -5.779 0.341
H -0.689 -4.202 0.716
H 0.335 -5.641 0.622
H -0.400 -3.775 -2.891
```

Maximum force ... 1.0 eV/Å
HOMO-LUMO gap (alpha / beta) ... 3.90 / 4.11 eV
E ... -2380.7174 hartree
Molar mass ... 694.37 g mol⁻¹
Total charge ... +3
Multiplicity ... 2
Expectation value of S² ... 0.799

=====

Record 3
This record from the OMol25 dataset describes a single C9H10O4S molecule at a distorted geometry. The level of theory is wB97M-V/def2-TZVPD.

XYZ file:
```
24
Properties=species:S:1:pos:R:3
C 1.835 0.647 -3.508
C 1.993 0.950 -2.175
C 0.739 -0.032 -3.944
C 0.984 0.665 -1.295
C -0.339 -0.274 -3.065
C -0.190 0.056 -1.702
C -1.038 -0.112 0.989
C -0.629 -0.386 4.502
C -1.304 -0.297 -0.817
O -2.193 -0.722 1.465
O 0.167 -0.438 1.612
O 1.510 1.014 3.791
O -2.387 -0.666 -1.109
S 0.922 -0.288 3.545
H 2.762 0.565 -4.239
H 2.866 1.519 -1.734
H 0.494 -0.121 -5.069
H 1.165 1.111 -0.354
H -1.137 -1.025 -3.394
H -1.153 1.002 1.149
H -0.665 0.107 5.551
H -1.494 -0.045 3.928
H -0.783 -1.543 4.608
H -2.125 -1.686 1.265
```

Maximum force ... 4.4 eV/Å
HOMO-LUMO gap ... 7.72 eV
E ... -1047.9427 hartree
Relative energy (zero: lowest compared OMol25 entry of this formula, charge and spin) ... 57.25 kcal/mol
Molar mass ... 214.24 g mol⁻¹

=====

Record 4
This record from the OMol25 dataset describes a single C6H7N molecule at a distorted geometry. The level of theory is wB97M-V/def2-TZVPD.

XYZ file:
```
14
Properties=species:S:1:pos:R:3
N -3.287 -0.238 0.671
C -2.138 -0.163 0.538
C -0.677 -0.084 0.505
C 0.043 1.249 0.130
C 1.218 0.752 -0.657
C 1.265 -0.573 -0.783
C 0.084 -1.278 -0.163
H -0.317 0.179 1.498
H -0.602 2.029 -0.269
H 0.434 1.663 1.096
H 1.984 1.449 -0.970
H 2.074 -1.117 -1.267
H -0.480 -1.854 -0.917
H 0.399 -2.014 0.589
```

Maximum force ... 2.7 eV/Å
SMILES string ... N#CC1CC=CC1
HOMO-LUMO gap ... 10.50 eV
E ... -287.5243 hartree
Relative energy (zero: lowest compared OMol25 entry of this formula, charge and spin) ... 39.52 kcal/mol
Molar mass ... 93.13 g mol⁻¹